Entry from OMol25: C3H3GdO7S2 as an isolated structure (ωB97M-V/def2-TZVPD).

Calculated values
E_LUMO (spin up / spin down) (eV): -10.0 / -11.3
Charge: +2
2S+1: 8
HOMO-LUMO gap (spin up / spin down) (eV): 7.1 / 5.8
HOMO energy (spin up / spin down) (eV): -17.065 / -17.058

```
16
C3H3GdO7S2 ωB97M-V/def2-TZVPD
Gd -3.27233 0.95423 -2.34315
S -0.68200 -0.98016 -1.42430
S 2.64340 0.51111 0.33734
O 0.65964 -0.23661 -1.43033
O -1.23827 -0.46758 -0.04599
O -1.55025 -0.29471 -2.42993
O -1.04475 2.08778 1.81385
O -0.25904 2.22557 -0.23398
O -0.62657 -2.37759 -1.53629
O -0.19910 -0.53068 2.01616
C 1.13477 -0.34151 0.00544
C -0.12615 0.06850 0.80491
C -0.46328 1.58274 0.83291
H 1.26848 -1.41343 0.18857
H 3.24917 -0.57282 0.83787
H 0.50626 -0.21485 2.60692
```